No. 1
{"formula": "C21H32N4ORbS5Se", "method": "ωB97M-V/def2-TZVPD", "symbols": ["Rb", "C", "C", "S", "C", "C", "S", "C", "C", "S", "C", "C", "S", "H", "H", "H", "H", "H", "H", "H", "H", "H", "H", "H", "H", "H", "H", "H", "H", "C", "S", "C", "O", "H", "H", "H", "H", "H", "H", "Se", "N", "C", "C", "C", "C", "N", "C", "N", "H", "H", "H", "N", "C", "C", "C", "C", "C", "C", "H", "H", "H", "H", "H", "H", "H"], "positions_angstrom": [[-0.633, 0.271, -0.768], [-0.425, -3.683, 1.587], [-0.127, -2.954, 2.896], [-0.531, -1.193, 2.861], [0.912, -0.462, 3.681], [1.313, 0.879, 3.068], [1.799, 0.795, 1.343], [3.457, 0.104, 1.407], [3.959, -0.085, -0.027], [2.911, -1.018, -1.165], [3.034, -2.681, -0.483], [2.094, -3.038, 0.664], [0.385, -3.052, 0.105], [-1.497, -3.653, 1.376], [-0.180, -4.740, 1.721], [0.929, -3.060, 3.147], [-0.679, -3.453, 3.694], [1.744, -1.166, 3.603], [0.708, -0.324, 4.744], [2.108, 1.330, 3.666], [0.485, 1.590, 3.105], [3.495, -0.841, 1.951], [4.129, 0.795, 1.920], [4.951, -0.541, -0.010], [4.087, 0.891, -0.500], [4.068, -2.847, -0.171], [2.864, -3.365, -1.317], [2.210, -2.328, 1.482], [2.356, -4.032, 1.035], [-5.607, 0.055, -0.477], [-4.025, -0.346, -1.174], [-3.623, -1.740, -0.143], [-3.077, 0.754, -0.740], [-5.495, 0.227, 0.594], [-6.304, -0.758, -0.676], [-5.951, 0.960, -0.973], [-4.411, -2.490, -0.219], [-3.516, -1.390, 0.886], [-2.689, -2.176, -0.499], [-0.741, -3.433, -3.939], [-0.335, -2.759, -5.542], [-0.219, -1.461, -5.370], [0.113, -0.524, -6.409], [0.197, 0.775, -6.065], [-0.038, 1.174, -4.693], [-0.335, 0.383, -3.717], [-0.437, -0.962, -4.044], [-0.736, -1.848, -3.115], [0.284, -0.880, -7.416], [0.442, 1.537, -6.790], [0.048, 2.233, -4.462], [0.050, 3.362, -0.786], [-0.115, 3.688, 0.578], [0.891, 4.311, 1.308], [0.710, 4.565, 2.658], [-0.468, 4.200, 3.299], [-1.468, 3.576, 2.569], [-1.295, 3.309, 1.217], [-0.807, 3.489, -1.306], [0.791, 3.858, -1.257], [1.814, 4.597, 0.818], [1.499, 5.059, 3.211], [-0.600, 4.409, 4.352], [-2.396, 3.293, 3.050], [-2.081, 2.813, 0.655]], "forces_ev_per_angstrom": [[1.4, -0.2, 0.1], [-0.2, -0.1, 0.2], [0.1, -0.2, 0.0], [-0.1, 0.1, 0.0], [0.2, 0.1, 0.0], [0.0, 0.0, 0.3], [0.0, 0.2, 0.0], [0.2, -0.1, -0.1], [0.2, 0.1, 0.1], [-0.1, 0.1, -0.1], [0.1, -0.3, 0.0], [0.2, 0.0, 0.0], [-0.2, 0.0, -0.1], [0.0, 0.1, -0.1], [0.1, 0.0, 0.0], [0.0, 0.0, 0.0], [0.0, 0.1, 0.0], [0.0, 0.0, 0.0], [0.0, 0.0, 0.0], [0.0, 0.0, 0.0], [0.0, 0.0, -0.1], [-0.1, 0.0, 0.0], [0.0, 0.0, 0.0], [0.0, -0.1, 0.0], [-0.1, 0.0, 0.0], [0.0, 0.1, 0.0], [0.0, 0.1, 0.0], [-0.1, 0.0, 0.0], [0.0, 0.0, 0.0], [-0.2, 0.0, 0.2], [0.4, 0.6, -0.3], [0.0, -0.2, 0.2], [-1.4, -0.3, -0.2], [0.0, 0.0, 0.0], [0.0, 0.0, 0.0], [0.0, 0.0, 0.0], [0.0, 0.0, 0.0], [0.0, 0.0, 0.0], [0.0, 0.1, 0.0], [0.1, 0.3, -0.1], [-0.1, -0.1, 0.5], [0.1, 0.1, -0.5], [-0.1, -0.3, 0.1], [0.0, 0.1, 0.3], [0.1, 0.1, -0.5], [-0.1, -0.4, -0.1], [0.0, 0.5, 0.5], [0.0, -0.2, -0.3], [0.0, 0.0, 0.0], [0.0, 0.0, 0.0], [0.0, 0.0, 0.1], [-0.2, -0.1, -0.1], [-0.1, -0.1, -0.1], [0.0, 0.0, 0.0], [0.0, 0.0, 0.0], [0.1, 0.0, 0.0], [0.0, 0.0, 0.0], [0.0, 0.0, 0.1], [-0.1, 0.0, 0.0], [0.1, 0.1, 0.1], [0.0, 0.0, 0.0], [0.0, 0.0, 0.0], [0.0, 0.0, 0.0], [0.0, 0.0, 0.0], [0.0, 0.0, 0.0]], "lowdin_charge": [0.696, -0.538, -0.529, 0.855, -0.515, -0.520, 0.795, -0.518, -0.542, 0.830, -0.536, -0.529, 0.801, 0.063, 0.085, 0.066, 0.081, 0.065, 0.082, 0.094, 0.054, 0.068, 0.090, 0.084, 0.075, 0.088, 0.073, 0.039, 0.098, -0.247, 0.833, -0.256, -0.772, 0.070, 0.065, 0.062, 0.070, 0.069, 0.028, 1.147, -0.208, -0.392, 0.013, -0.031, -0.114, 0.052, -0.473, -0.253, 0.126, 0.111, 0.115, 0.058, -0.357, -0.052, -0.084, -0.104, -0.087, -0.051, 0.089, 0.090, 0.114, 0.109, 0.105, 0.109, 0.095], "total_charge": 1, "lumo_energy_ev": -3.41, "spin_multiplicity": 1, "de_lowest_kcal_mol": 10.48}

***

No. 2
{"formula": "C5H9NSi", "method": "ωB97M-V/def2-TZVPD", "symbols": ["C", "C", "C", "C", "C", "N", "Si", "H", "H", "H", "H", "H", "H", "H", "H", "H"], "positions_angstrom": [[1.060, 1.187, -1.091], [1.829, 0.223, -0.320], [-0.017, 1.565, -0.370], [1.223, 0.111, 0.875], [0.015, 0.891, 0.935], [-1.598, -0.335, 0.747], [-1.290, -1.649, -0.360], [1.464, 1.388, -2.085], [2.659, -0.186, -0.782], [-0.882, 2.139, -0.463], [1.452, -0.548, 1.768], [-0.357, 1.381, 1.748], [-2.136, -0.422, 1.563], [-0.397, -0.978, -1.308], [-2.447, -2.063, -1.000], [-0.577, -2.704, 0.145]], "forces_ev_per_angstrom": [[-0.6, 0.6, -0.5], [-1.8, 1.0, 1.5], [0.7, -0.3, 0.0], [1.5, -2.9, 2.5], [-2.0, -2.9, -3.1], [2.8, 1.3, -1.8], [0.9, 3.5, 0.5], [-0.9, 0.5, 0.2], [1.6, -1.2, -0.1], [-0.9, 1.2, -1.3], [0.2, 0.8, -1.5], [-0.6, 1.2, 2.3], [-0.3, 0.2, 1.6], [0.1, -0.2, -0.5], [-1.8, -0.7, -0.8], [1.1, -2.2, 1.0]], "lowdin_charge": [-0.093, -0.085, -0.106, -0.136, -0.142, -0.133, 0.518, 0.110, 0.085, 0.088, 0.130, 0.089, -0.027, -0.062, -0.112, -0.123], "total_charge": 0, "lumo_energy_ev": -0.66, "spin_multiplicity": 1, "de_lowest_kcal_mol": 75.40}

***

No. 3
{"formula": "C4H12", "method": "ωB97M-V/def2-TZVPD", "symbols": ["C", "C", "H", "H", "H", "H", "H", "H", "C", "C", "H", "H", "H", "H", "H", "H"], "positions_angstrom": [[1.828, -2.187, 0.564], [1.189, -1.983, -0.805], [1.627, -1.342, 1.207], [1.421, -3.068, 1.063], [2.901, -2.341, 0.444], [0.178, -1.605, -0.865], [1.805, -1.385, -1.490], [1.270, -2.936, -1.351], [-1.148, 2.655, 0.534], [-1.929, 1.566, -0.176], [-1.156, 3.613, 0.021], [-1.470, 2.845, 1.551], [-0.082, 2.415, 0.525], [-1.360, 0.643, -0.134], [-2.949, 1.371, 0.153], [-2.126, 1.738, -1.240]], "forces_ev_per_angstrom": [[-0.4, 0.0, -0.2], [1.1, -0.9, -1.1], [0.2, 0.4, 0.3], [-0.1, -0.1, 0.0], [0.1, 0.1, 0.1], [-0.2, 0.0, 0.3], [-0.1, 0.6, 0.5], [-0.6, -0.1, 0.2], [0.4, 0.5, -0.4], [-0.5, -0.3, -0.7], [-0.4, 0.2, -0.2], [0.0, -0.2, 0.3], [0.0, -0.3, 0.3], [-0.1, -0.3, 0.1], [0.1, 0.1, 0.7], [0.6, 0.3, -0.1]], "mulliken_spin": [0.993, 1.925, -0.406, -0.288, -0.171, -0.543, -0.430, -0.383, 0.607, 0.245, -0.087, -0.197, -0.246, 0.453, -0.142, -0.331], "total_charge": -1, "lumo_energy_ev": [4.41, 4.45], "spin_multiplicity": 2, "de_lowest_kcal_mol": 7.33}

***

No. 4
{"formula": "C5H10N2", "method": "ωB97M-V/def2-TZVPD", "symbols": ["C", "N", "C", "C", "C", "C", "N", "H", "H", "H", "H", "H", "H", "H", "H", "H", "H"], "positions_angstrom": [[-2.922, 0.274, 0.303], [-1.553, 0.354, -0.183], [-0.746, -0.538, 0.264], [0.346, -0.999, -0.838], [1.273, -0.236, -0.145], [1.346, 1.277, -0.144], [2.516, -0.867, 0.111], [-3.253, -0.751, 0.509], [-3.039, 0.905, 1.189], [-3.584, 0.690, -0.463], [-1.059, -1.336, 0.956], [0.434, -2.086, -0.807], [0.441, 1.781, 0.199], [1.646, 1.660, -1.123], [2.072, 1.631, 0.597], [3.293, -0.212, 0.168], [2.788, -1.546, -0.593]], "forces_ev_per_angstrom": [[-0.1, 0.9, 0.5], [-0.1, -0.9, 1.2], [-2.6, -0.8, -4.9], [-0.8, 1.7, 4.6], [3.1, -1.7, -3.3], [-0.2, 0.4, 1.6], [0.7, 1.3, -0.1], [0.2, 0.1, 0.1], [-0.3, -0.1, 0.1], [0.1, -0.1, 0.1], [0.2, 0.3, 0.2], [0.6, 0.1, 0.0], [-0.2, -0.3, -0.6], [-0.2, -0.3, 0.1], [0.3, -0.3, -0.2], [-0.2, 0.0, 0.3], [-0.5, -0.3, 0.3]], "lowdin_charge": [-0.147, -0.038, -0.196, -0.026, -0.421, -0.046, 0.079, 0.069, 0.070, 0.068, 0.115, 0.071, 0.065, 0.095, 0.074, 0.076, 0.093], "total_charge": 0, "lumo_energy_ev": [0.54, 0.54], "spin_multiplicity": 1, "de_lowest_kcal_mol": 93.04}

***

| no. | molar mass (u) | calculated total energy (Eh) |
| --- | --- | --- |
| 1 | 681.277 | -5529.9513 |
| 2 | 111.220 | -540.0181 |
| 3 | 60.140 | -159.5185 |
| 4 | 98.149 | -305.8756 |